This record from the OMol25 dataset describes C21H23NO4 in the gas phase. The level of theory is wB97M-V/def2-TZVPD.

Geometry (Å):
O (0.595, 1.493, 0.502)
O (1.535, 2.888, -2.223)
O (1.930, 0.677, -2.083)
O (-1.194, -0.309, -3.287)
N (0.057, -1.397, -1.779)
C (1.727, 2.300, 0.750)
C (-0.698, -2.239, 0.299)
C (-0.623, 2.473, 2.378)
C (-4.339, 2.336, 3.152)
C (2.754, 1.977, -0.339)
C (1.187, -1.825, -1.073)
C (1.722, -2.823, 1.059)
C (-1.482, -3.301, -1.874)
C (2.004, 1.940, -1.659)
C (-2.940, 1.441, 1.271)
C (-0.557, 1.761, 1.188)
C (-0.112, -0.485, -2.761)
C (1.093, 0.362, -3.184)
C (-1.733, 1.257, 0.633)
C (-1.130, -2.002, -1.156)
C (3.059, -2.848, 0.683)
C (2.509, -1.899, -1.471)
C (-3.017, 2.142, 2.471)
C (-1.846, 2.655, 3.005)
C (3.439, -2.406, -0.572)
C (0.794, -2.326, 0.173)
H (-0.977, -1.398, 0.939)
H (1.685, -0.179, -3.930)
H (-1.879, 3.212, 3.930)
H (-1.965, -1.304, -1.250)
H (-3.842, 1.046, 0.827)
H (-4.235, 2.963, 4.033)
H (-1.137, -3.147, 0.710)
H (4.476, -2.463, -0.867)
H (-1.675, 0.746, -0.314)
H (0.704, 1.282, -3.634)
H (-4.753, 1.375, 3.457)
H (-5.051, 2.803, 2.473)
H (3.523, 2.748, -0.360)
H (-1.695, -3.095, -2.920)
H (1.445, 3.360, 0.694)
H (0.266, 2.888, 2.827)
H (-2.362, -3.751, -1.423)
H (-0.652, -4.003, -1.812)
H (1.413, -3.196, 2.024)
H (3.802, -3.234, 1.365)
H (2.829, -1.583, -2.449)
H (3.196, 0.997, -0.164)
H (2.151, 2.091, 1.742)

Its orbital gap is 9.015 eV. The electronic energy is -31831.1787 eV. As for the energy above the lowest of the compared OMol25 structures with the same formula, charge and spin: 1.5403 eV. As for the SMILES: Cc1ccc(OCCC(=O)OCC(=O)N2c3ccccc3C[C@@H]2C)cc1. As for the spin multiplicity: 1.

Mulliken population analysis, charges in e, atoms 1 to 6:
1 O -0.143
2 O -0.636
3 O -0.222
4 O -0.668
5 N 0.283
6 C -0.895


This record from the OMol25 dataset describes a molecular structure, C17H24HoN4O5 at a distorted geometry. The level of theory is wB97M-V/def2-TZVPD.

Geometry (Å):
Ho (0.507, -0.055, -0.521)
O (1.700, -1.941, -2.864)
O (-3.113, 3.359, -0.011)
O (2.174, -1.613, -0.311)
O (-2.621, 0.506, -1.183)
O (2.550, 0.661, -3.951)
N (-0.508, -0.831, 1.443)
N (-1.423, -0.086, -1.700)
N (0.612, -1.227, -2.552)
N (1.228, 1.349, 1.366)
C (-0.054, -0.286, 2.610)
C (0.871, 0.838, 2.583)
C (-1.946, -2.312, 2.705)
C (-1.463, -1.846, 3.913)
C (0.073, -0.266, 5.074)
C (-1.451, -1.801, 1.504)
C (-0.343, -2.068, -4.683)
C (1.969, 2.476, 1.311)
C (-0.498, -0.816, 3.872)
C (-1.592, -0.792, -2.858)
C (2.204, 2.512, 3.724)
C (0.971, 0.782, 5.047)
C (1.246, 1.546, -1.400)
C (-0.456, -1.393, -3.375)
C (1.361, 1.389, 3.812)
C (-2.884, -0.926, -3.555)
C (2.486, 3.065, 2.481)
H (2.228, 0.968, -1.000)
H (2.428, -2.206, 0.411)
H (1.660, 2.484, -1.873)
H (2.617, 2.937, 4.637)
H (-1.810, -2.241, 4.881)
H (-3.691, -0.380, -3.064)
H (-0.206, -0.675, 6.057)
H (-2.842, -0.577, -4.601)
H (0.489, 1.278, -2.289)
H (1.412, 1.203, 5.960)
H (-3.159, -1.994, -3.592)
H (-0.649, -1.393, -5.486)
H (3.529, 0.756, -3.667)
H (-1.800, -2.175, 0.548)
H (2.403, -0.168, -3.321)
H (2.119, 2.894, 0.304)
H (-1.018, -2.925, -4.699)
H (-2.700, -3.081, 2.681)
H (3.115, 3.947, 2.378)
H (-2.521, 3.431, 0.761)
H (-3.016, 2.430, -0.316)
H (0.672, -2.406, -4.885)
H (-3.274, -0.227, -1.157)
H (2.413, -2.100, -1.148)

Its orbital gap (alpha / beta) is 6.884 / 6.937 eV. The electronic energy is -60005.1998 eV. The total charge is +1. As for the spin multiplicity: 5. Its expectation value of S² is 6.01.

Mulliken population analysis, charges in e, atoms 1 to 6:
1 Ho 0.319
2 O -0.935
3 O -0.632
4 O -0.507
5 O -0.444
6 O -0.583


This record from the OMol25 dataset describes 2 unconnected molecules or ions with the total composition C2H8SSi at a distorted geometry. The level of theory is wB97M-V/def2-TZVPD.

Geometry (Å):
S (0.745, 1.115, -0.009)
Si (-1.417, -0.441, 1.580)
C (1.201, 0.868, -1.753)
C (-0.053, -0.469, 0.237)
H (-2.427, -1.589, 1.768)
H (-1.996, 0.820, 1.055)
H (-0.270, -1.139, -0.631)
H (0.151, 0.820, -2.211)
H (1.986, -0.022, -1.923)
H (-0.767, -0.424, 2.913)
H (1.112, -1.314, 1.026)
H (1.736, 1.773, -2.051)

Its orbital gap is 8.954 eV. The electronic energy is -20913.1775 eV. As for the energy above the lowest of the compared OMol25 structures with the same formula, charge and spin: 3.8065 eV. As for the spin multiplicity: 1.

Mulliken population analysis, charges in e, atoms 1 to 6:
1 S -0.027
2 Si 0.409
3 C -0.780
4 C -0.698
5 H -0.106
6 H -0.096


This record from the OMol25 dataset describes a molecular structure, C3H25O10Y at a distorted geometry. The level of theory is wB97M-V/def2-TZVPD.

Geometry (Å):
Y (-3.672, 1.099, -2.875)
O (6.201, -1.616, -2.398)
O (4.402, -6.299, -2.730)
O (-5.128, -0.337, 0.271)
O (-1.083, 3.424, -3.857)
O (-2.220, 5.366, 2.584)
O (-4.213, 3.940, -0.489)
O (-0.366, -0.218, -0.473)
O (-1.070, -4.701, 3.092)
O (2.762, 4.715, 1.131)
O (-1.887, -4.676, -1.192)
C (0.295, 0.553, 1.725)
C (0.727, 0.029, 0.325)
C (1.655, -1.242, 0.586)
H (5.479, -2.067, -1.962)
H (-4.786, -0.040, 1.114)
H (6.990, -2.016, -2.033)
H (-3.713, 4.282, 0.252)
H (-4.855, 4.624, -0.681)
H (1.335, 0.738, -0.236)
H (-1.290, 4.123, -4.477)
H (-0.358, -0.188, 2.186)
H (3.671, -6.000, -3.270)
H (1.035, -2.023, 1.027)
H (2.675, 3.901, 0.634)
H (-5.877, -0.889, 0.498)
H (-1.625, 6.109, 2.487)
H (-0.167, 3.572, -3.625)
H (2.045, -1.602, -0.365)
H (-0.516, -4.053, 3.527)
H (2.930, 4.431, 2.029)
H (-0.295, 1.467, 1.651)
H (5.082, -6.543, -3.358)
H (2.527, -0.939, 1.166)
H (-2.001, -4.635, -0.242)
H (1.170, 0.843, 2.308)
H (-1.419, -3.870, -1.412)
H (-2.560, 5.446, 3.475)
H (-1.879, -4.707, 3.604)

Its orbital gap is 3.227 eV. The electronic energy is -25009.7980 eV. The total charge is +2. As for the energy above the lowest of the compared OMol25 structures with the same formula, charge and spin: 6.4006 eV. As for the spin multiplicity: 1.

Mulliken population analysis, charges in e, atoms 1 to 6:
1 Y 1.558
2 O -0.632
3 O -0.640
4 O -0.599
5 O -0.586
6 O -0.636


This record from the OMol25 dataset describes 6 unconnected molecules or ions with the total composition C12H36O6S6 at a distorted geometry. The level of theory is wB97M-V/def2-TZVPD.

Geometry (Å):
S (0.812, -3.867, 0.892)
S (-5.292, -1.317, 1.559)
S (2.233, -0.319, -4.403)
S (-1.701, 2.549, -0.772)
S (1.995, 4.732, 0.744)
S (0.632, -0.808, 3.404)
O (-5.447, -2.092, 0.219)
O (-1.097, 3.671, -0.036)
O (-0.600, 0.096, 3.099)
O (3.206, 5.583, 1.080)
O (-0.600, -4.347, 1.048)
O (1.134, -0.856, -3.563)
C (-1.106, 0.937, -0.371)
C (1.760, 3.600, 2.132)
C (0.149, -2.264, 4.332)
C (2.509, 3.686, -0.416)
C (-1.075, 2.485, -2.436)
C (-5.198, 0.468, 1.089)
C (1.805, -1.083, -5.930)
C (1.799, 1.379, -4.780)
C (1.660, -4.970, -0.374)
C (-3.521, -1.676, 1.797)
C (0.494, -2.412, -0.109)
C (1.710, -0.160, 4.650)
H (0.016, -1.801, 0.541)
H (-4.616, 0.458, 0.322)
H (1.396, -1.719, -0.116)
H (-0.313, -1.956, 5.272)
H (0.799, -1.279, -6.133)
H (1.965, 0.827, 4.305)
H (2.524, -4.518, -0.425)
H (-3.256, -2.809, 1.988)
H (2.622, 2.978, 2.561)
H (-1.256, 1.348, -2.639)
H (-2.810, -1.138, 1.018)
H (1.110, -3.013, 4.239)
H (0.825, 1.580, -4.887)
H (2.199, -0.580, -6.786)
H (1.380, 4.080, 3.046)
H (-0.071, 0.697, -0.335)
H (-6.221, 1.016, 0.635)
H (1.927, 1.535, -5.858)
H (1.566, 3.119, -0.808)
H (-3.466, -1.434, 2.826)
H (3.115, 2.717, -0.215)
H (1.243, -5.232, -1.393)
H (-4.891, 1.248, 1.898)
H (-0.058, 2.347, -2.243)
H (2.317, -0.738, 4.711)
H (1.824, -6.020, -0.149)
H (2.316, -2.016, -5.816)
H (-0.743, -2.706, 3.596)
H (-1.346, 3.311, -2.955)
H (0.962, 2.900, 1.845)
H (1.208, -0.379, 5.520)
H (-1.517, 0.656, 0.731)
H (-1.732, 0.078, -0.832)
H (2.744, 4.110, -1.409)
H (2.137, 2.108, -4.038)
H (-0.152, -2.768, -0.893)

Its orbital gap is 8.547 eV. The electronic energy is -90309.6642 eV. As for the energy above the lowest of the compared OMol25 structures with the same formula, charge and spin: 9.5599 eV. As for the spin multiplicity: 1.

Mulliken population analysis, charges in e, atoms 1 to 6:
1 S 0.553
2 S 0.398
3 S 0.510
4 S 0.351
5 S 0.509
6 S 0.635